No. 1
Entry from the OMol25 dataset: a molecular structure, C6H14O at a distorted geometry (wB97M-V/def2-TZVPD).

Calculated values
Frontier orbital gap (eV): 9.25
Energy above the lowest of the compared OMol25 structures with the same formula, charge and spin (kJ/mol): 356.7
E_HOMO (eV): -8.30
E_tot (Ha): -312.1192

Each line ends with the natural charge from an NBO analysis.
Element x y z (Å)
C -0.2211 0.9343 -1.7621  -0.63
C 0.8440 0.5887 -0.7749  -0.11
C 1.6989 -0.9020 -1.6735  -0.72
C 0.4751 0.1692 0.6179  -0.55
C -0.9217 -0.0013 1.0641  0.08
C -1.0354 -0.6097 2.4418  -0.62
O -1.5731 1.2483 1.0204  -0.72
H 0.2167 1.0739 -2.7520  0.21
H -0.7408 1.8422 -1.4614  0.23
H -0.9683 0.1397 -1.8400  0.21
H 1.6876 1.2542 -0.7474  0.21
H 2.1494 -0.4272 -2.5443  0.20
H 0.9633 -1.6642 -2.0033  0.20
H 2.4813 -1.4132 -1.0742  0.20
H 1.1995 0.3772 1.4079  0.22
H 0.8110 -0.7131 -0.0845  0.34
H -1.3994 -0.6619 0.3318  0.15
H -0.5667 0.0304 3.1911  0.21
H -0.5405 -1.5784 2.4716  0.22
H -2.0688 -0.7644 2.7679  0.20
H -2.4732 1.0445 1.3039  0.46



No. 2
Entry from the OMol25 dataset: 2 unconnected molecules or ions with the total composition C6H14O (wB97M-V/def2-TZVPD).

Calculated values
Frontier orbital gap (eV): 10.82
Energy above the lowest of the compared OMol25 structures with the same formula, charge and spin (kJ/mol): 226.4
E_HOMO (eV): -9.64
E_tot (Ha): -312.1688

Each line ends with the natural charge from an NBO analysis.
Element x y z (Å)
C 1.5963 2.3192 -1.1289  -0.40
C 0.4960 1.9955 -0.4562  -0.17
C -0.6651 1.2272 -1.0269  -0.44
C -1.2261 0.1614 -0.0809  -0.41
C -0.2554 -0.9676 0.2236  -0.06
O -0.9293 -1.9017 1.0332  -0.54
C -0.1293 -2.9978 1.3859  -0.25
H 1.7365 2.0103 -2.1638  0.19
H 2.3908 2.9083 -0.6798  0.20
H 0.3795 2.3331 0.5758  0.19
H -1.4711 1.9339 -1.2611  0.22
H -0.3666 0.7687 -1.9796  0.20
H -2.1308 -0.2814 -0.5131  0.21
H -1.5246 0.6248 0.8682  0.20
H 0.0890 -1.4453 -0.7124  0.16
H 0.6453 -0.5894 0.7387  0.16
H 0.2155 -3.5528 0.4988  0.16
H -0.7416 -3.6611 2.0024  0.19
H 0.7566 -2.6889 1.9636  0.16
H 3.2671 -0.6146 -0.7703  0.00
H 2.6639 -0.1777 -0.7604  0.00



No. 3
Entry from the OMol25 dataset: 2 unconnected molecules or ions with the total composition C6H14O at a distorted geometry (wB97M-V/def2-TZVPD).

Calculated values
Frontier orbital gap (eV): 10.82
Energy above the lowest of the compared OMol25 structures with the same formula, charge and spin (kJ/mol): 129.9
E_HOMO (eV): -9.81
E_tot (Ha): -312.2056

Each line ends with the natural charge from an NBO analysis.
Element x y z (Å)
C 0.9588 -0.5610 -2.2937  -0.43
C 0.9943 -0.4972 -0.9684  -0.17
C 0.1296 -1.3248 -0.0527  -0.46
C 0.3095 -1.1260 1.4478  -0.38
C 0.0948 0.3403 1.8606  -0.40
C -1.3896 0.7506 1.7245  -0.62
H 0.4675 -1.4009 -2.7711  0.20
H 1.5419 0.1089 -2.9130  0.21
H 1.7393 0.1058 -0.4631  0.20
H 0.3038 -2.3710 -0.3048  0.22
H -0.9249 -1.1767 -0.2930  0.22
H 1.3241 -1.3669 1.7350  0.20
H -0.3823 -1.8002 1.9560  0.20
H 0.3855 0.5613 2.8741  0.21
H 0.6269 0.8958 1.0919  0.20
H -1.6195 1.5257 2.4507  0.21
H -1.5408 1.1575 0.7286  0.21
H -2.1739 0.0068 1.8911  0.20
O -0.1914 2.4262 -2.4678  -0.95
H -0.8668 2.1323 -3.0944  0.47
H 0.2133 1.6134 -2.1385  0.48



No. 4
Entry from the OMol25 dataset: a single C6H14O molecule at a distorted geometry (wB97M-V/def2-TZVPD).

Calculated values
Frontier orbital gap (eV): 10.89
Energy above the lowest of the compared OMol25 structures with the same formula, charge and spin (kJ/mol): 118.3
E_HOMO (eV): -9.95
E_tot (Ha): -312.2100

Each line ends with the natural charge from an NBO analysis.
Element x y z (Å)
C -1.4971 -0.7955 -1.0452  -0.61
C -1.1299 -0.2639 0.3389  -0.22
C -2.2828 0.5367 0.9404  -0.60
C 0.1419 0.5853 0.2809  -0.42
C 1.3581 -0.1845 -0.2297  0.15
C 2.6446 0.6460 -0.1949  -0.66
O 1.4388 -1.4173 0.4258  -0.72
H -2.3276 -1.5060 -0.9801  0.21
H -0.6476 -1.2967 -1.5189  0.21
H -1.8031 0.0299 -1.7016  0.20
H -0.9244 -1.1192 0.9974  0.21
H -3.1990 -0.0630 0.9709  0.21
H -2.4900 1.4313 0.3397  0.20
H -2.0590 0.8627 1.9634  0.21
H 0.3038 1.0647 1.2654  0.21
H 0.0349 1.4058 -0.4380  0.20
H 1.2629 -0.3235 -1.4924  0.11
H 3.5555 0.0998 0.0892  0.21
H 2.6166 1.6229 0.3079  0.22
H 2.6009 0.7377 -1.2672  0.22
H 2.3136 -1.7752 0.2357  0.47



No. 5
Entry from the OMol25 dataset: a molecular structure, C6H14O at a distorted geometry (wB97M-V/def2-TZVPD).

Calculated values
Frontier orbital gap (eV): 9.26
Energy above the lowest of the compared OMol25 structures with the same formula, charge and spin (kJ/mol): 242.1
E_HOMO (eV): -8.37
E_tot (Ha): -312.1628

Each line ends with the natural charge from an NBO analysis.
Element x y z (Å)
C -1.4762 -0.8034 -1.0069  -0.61
C -1.1115 -0.2843 0.3873  -0.22
C -2.2744 0.5207 0.9760  -0.60
C 0.1541 0.5902 0.3916  -0.48
C 1.4995 -0.0784 0.3190  0.43
C 2.6474 0.6039 0.1762  -0.61
O 1.4370 -1.4212 0.3455  -0.67
H -2.3178 -1.5060 -0.9480  0.21
H -0.6306 -1.3071 -1.4853  0.22
H -1.7795 0.0237 -1.6618  0.20
H -0.9287 -1.1471 1.0392  0.21
H -3.1930 -0.0761 1.0008  0.21
H -2.4768 1.4145 0.3713  0.20
H -2.0571 0.8498 1.9992  0.21
H 0.2167 1.1333 1.3395  0.23
H 0.0902 1.3465 -0.4054  0.23
H 1.5408 -0.1400 -1.9949  -0.10
H 3.6026 0.0899 0.1230  0.20
H 2.6491 1.6788 0.2868  0.22
H 2.0714 0.2812 -1.5270  0.03
H 2.3370 -1.7689 0.2742  0.49



No. 6
Entry from the OMol25 dataset: a single C6H14O molecule (wB97M-V/def2-TZVPD).

Calculated values
Frontier orbital gap (eV): 10.77
Energy above the lowest of the compared OMol25 structures with the same formula, charge and spin (kJ/mol): 84.5
E_HOMO (eV): -9.66
E_tot (Ha): -312.2229

Each line ends with the natural charge from an NBO analysis.
Element x y z (Å)
C -3.1880 0.4150 -0.1892  -0.60
C -1.9698 -0.2770 0.4125  -0.39
C -0.7428 -0.2775 -0.4991  -0.39
C 0.4902 -0.8023 0.2328  -0.43
C 1.8064 -0.7250 -0.5531  -0.06
O 2.8828 -0.3650 0.2899  -0.54
C 2.9561 1.0226 0.5029  -0.25
H -4.0395 0.3739 0.4983  0.21
H -3.4943 -0.0532 -1.1315  0.20
H -2.9745 1.4706 -0.3951  0.20
H -1.7029 0.2234 1.3536  0.19
H -2.2222 -1.3122 0.6803  0.20
H -0.9444 -0.8768 -1.3990  0.20
H -0.5472 0.7470 -0.8520  0.19
H 0.3141 -1.8357 0.5597  0.20
H 0.6301 -0.2168 1.1513  0.21
H 2.0685 -1.6982 -0.9788  0.19
H 1.7257 -0.0113 -1.3916  0.16
H 3.4014 1.5371 -0.3653  0.17
H 3.5825 1.1890 1.3841  0.19
H 1.9678 1.4725 0.6894  0.16



No. 7
Entry from the OMol25 dataset: 2 unconnected molecules or ions with the total composition C6H14O at a distorted geometry (wB97M-V/def2-TZVPD).

Calculated values
Frontier orbital gap (eV): 9.09
Energy above the lowest of the compared OMol25 structures with the same formula, charge and spin (kJ/mol): 342.9
E_HOMO (eV): -8.28
E_tot (Ha): -312.1244

Each line ends with the natural charge from an NBO analysis.
Element x y z (Å)
C -0.4797 1.4372 -2.3179  -0.68
C -0.7454 -0.0163 -1.6801  -0.22
C -0.3289 -0.2068 -0.3006  0.05
C -0.3399 0.9270 0.7488  -0.65
C -0.3934 -1.6144 0.1465  -0.47
C -1.3374 -1.9895 1.2920  -0.61
H -1.4884 1.8442 -2.4696  0.21
H -0.1843 2.2878 -1.6684  0.22
H 0.0144 1.4012 -3.4059  0.23
H -1.5324 -0.6951 -1.9553  0.22
H 0.6499 1.2201 0.9194  0.19
H -0.7037 0.6363 1.8501  0.23
H -0.9079 1.7626 0.3330  0.23
H 0.5783 -1.9346 0.6518  0.21
H -0.3445 -2.2978 -0.7036  0.22
H -1.6688 -3.0735 1.1364  0.22
H -2.2380 -1.4228 1.1586  0.20
H -0.8365 -1.8860 2.3098  0.21
O 3.1039 1.0728 1.5292  -0.94
H 3.3776 1.3661 0.6484  0.48
H 2.2018 0.9856 1.6292  0.46



No. 8
Entry from the OMol25 dataset: 2 unconnected molecules or ions with the total composition C6H14O at a distorted geometry (wB97M-V/def2-TZVPD).

Calculated values
Frontier orbital gap (eV): 10.45
Energy above the lowest of the compared OMol25 structures with the same formula, charge and spin (kJ/mol): 139.5
E_HOMO (eV): -9.57
E_tot (Ha): -312.2019

Each line ends with the natural charge from an NBO analysis.
Element x y z (Å)
C -1.2571 -1.9248 -1.9469  -0.39
C -0.5867 -1.0580 -1.2128  -0.18
C -0.9770 0.3710 -1.0413  -0.45
C 0.1070 1.3949 -1.4569  -0.39
C 1.2219 1.6611 -0.4426  -0.40
C 1.5301 0.5736 0.6158  -0.61
H -2.1400 -1.5828 -2.4747  0.19
H -0.9540 -2.9582 -2.0215  0.20
H 0.1828 -1.4039 -0.5332  0.19
H -1.3557 0.7286 -0.0916  0.22
H -1.8215 0.5867 -1.7201  0.20
H -0.4383 2.3428 -1.5481  0.20
H 0.5500 1.1357 -2.4052  0.20
H 2.1683 1.8329 -0.9552  0.20
H 1.0340 2.5629 0.1443  0.19
H 2.2384 0.9350 1.3322  0.21
H 0.6022 0.2615 1.1045  0.20
H 1.8289 -0.3552 0.1316  0.19
O -0.4903 -1.3965 4.6432  -0.94
H -0.0237 -2.0747 5.1479  0.47
H -1.4194 -1.6324 4.7303  0.47